# 1
{
  "formula": "C34H41IrN5P2S2Se",
  "method": "ωB97M-V/def2-TZVPD",
  "s2": 6.01,
  "multiplicity": 5,
  "e_homo_ev": [-14.3, -15.4],
  "fmax_ev_per_a": 0.858,
  "charge": 3,
  "species": ["Ir", "C", "S", "C", "C", "C", "N", "P", "C", "C", "C", "C", "C", "C", "C", "C", "C", "C", "C", "C", "P", "C", "C", "C", "C", "C", "C", "C", "C", "C", "C", "C", "C", "H", "H", "H", "H", "H", "H", "H", "H", "H", "H", "H", "H", "H", "H", "H", "H", "H", "H", "H", "H", "H", "H", "H", "H", "H", "H", "H", "H", "H", "N", "C", "N", "S", "H", "H", "H", "H", "C", "N", "C", "C", "N", "C", "C", "Se", "H", "H", "H", "H", "H", "H", "H", "H"],
  "positions_angstrom": [[-0.351, 1.910, -0.984], [-1.471, -5.994, 3.449], [-0.657, -4.934, 2.268], [-0.345, -3.449, 3.252], [0.245, -2.316, 2.412], [-0.749, -1.829, 1.352], [-0.290, -0.645, 0.620], [-0.379, 0.952, 1.294], [-1.602, 0.874, 2.623], [-1.224, 0.735, 3.959], [-2.201, 0.688, 4.943], [-3.544, 0.783, 4.604], [-3.920, 0.928, 3.274], [-2.953, 0.982, 2.285], [1.207, 1.240, 2.115], [2.281, 0.365, 2.018], [3.479, 0.679, 2.645], [3.614, 1.877, 3.333], [2.551, 2.769, 3.401], [1.349, 2.455, 2.791], [-0.639, -0.487, -1.074], [-2.365, -1.017, -1.276], [-2.727, -2.363, -1.368], [-4.068, -2.712, -1.412], [-5.050, -1.731, -1.371], [-4.694, -0.392, -1.306], [-3.355, -0.035, -1.267], [0.365, -1.692, -1.950], [1.614, -2.111, -1.496], [2.407, -2.907, -2.306], [1.973, -3.262, -3.577], [0.734, -2.834, -4.039], [-0.068, -2.043, -3.233], [-1.692, -6.936, 2.951], [-2.396, -5.520, 3.785], [-0.806, -6.164, 4.299], [0.342, -3.759, 4.047], [-1.296, -3.164, 3.713], [1.168, -2.649, 1.931], [0.499, -1.504, 3.094], [-1.714, -1.632, 1.833], [-0.899, -2.631, 0.624], [-0.178, 0.671, 4.231], [-1.910, 0.586, 5.980], [-4.300, 0.754, 5.378], [-4.967, 1.014, 3.015], [-3.240, 1.112, 1.249], [2.171, -0.553, 1.454], [4.312, -0.012, 2.602], [4.549, 2.115, 3.824], [2.668, 3.707, 3.927], [0.505, 3.135, 2.847], [-1.966, -3.132, -1.430], [-4.347, -3.754, -1.502], [-6.094, -2.011, -1.412], [-5.459, 0.374, -1.303], [-3.066, 1.010, -1.243], [1.958, -1.814, -0.511], [3.370, -3.253, -1.951], [2.597, -3.872, -4.216], [0.395, -3.120, -5.026], [-1.032, -1.701, -3.591], [-2.341, 5.782, -2.868], [-1.653, 4.953, -2.103], [-0.806, 5.430, -1.199], [-1.874, 3.265, -2.342], [-2.308, 6.783, -2.750], [-2.983, 5.424, -3.557], [-0.697, 6.421, -1.045], [-0.346, 4.795, -0.571], [5.065, 1.325, -1.151], [4.252, 1.387, -2.356], [4.673, 0.973, -3.597], [3.653, 1.182, -4.459], [2.620, 1.731, -3.739], [1.322, 2.114, -4.270], [2.994, 1.850, -2.451], [2.034, 2.666, -1.062], [5.880, 2.044, -1.208], [5.483, 0.325, -1.050], [4.449, 1.550, -0.285], [5.661, 0.584, -3.773], [3.599, 1.002, -5.519], [1.383, 2.170, -5.353], [1.037, 3.087, -3.877], [0.568, 1.377, -3.994]],
  "mulliken_spin": [1.77, -0.03, 0.91, -0.05, 0.02, 0.04, -0.03, 0.16, 0.00, 0.01, 0.00, 0.01, 0.00, 0.02, 0.00, 0.01, 0.00, 0.01, 0.00, 0.02, 0.37, -0.05, 0.01, 0.00, 0.00, 0.02, 0.01, 0.03, 0.03, -0.01, 0.02, -0.01, 0.03, 0.00, 0.04, 0.04, 0.04, 0.03, 0.00, 0.01, 0.00, -0.01, 0.00, 0.00, 0.00, 0.00, -0.03, 0.00, 0.00, 0.00, 0.00, -0.01, 0.00, 0.00, 0.00, 0.00, 0.01, 0.00, 0.00, 0.00, 0.00, 0.00, 0.02, 0.01, 0.00, 0.16, 0.00, 0.00, 0.00, 0.03, -0.01, 0.01, 0.00, 0.01, 0.01, 0.02, 0.02, 0.32, 0.00, 0.00, 0.01, 0.00, 0.00, 0.00, -0.01, -0.01]
}

---

# 2
{
  "formula": "C34H41N6O4PS",
  "method": "ωB97M-V/def2-TZVPD",
  "smiles": "CCC[C@@H](C)c1c(-c2ccccn2)c(P(CC)CC)c(CNC)c2nsnc12.O=[N+]([O-])c1ccccc1.O=[N+]([O-])c1ccccc1",
  "e_homo_ev": -7.0,
  "fmax_ev_per_a": 4.386,
  "charge": 0,
  "species": ["C", "C", "C", "C", "C", "C", "C", "C", "C", "C", "C", "C", "N", "C", "P", "C", "C", "C", "C", "C", "C", "N", "C", "C", "N", "S", "N", "C", "H", "H", "H", "H", "H", "H", "H", "H", "H", "H", "H", "H", "H", "H", "H", "H", "H", "H", "H", "H", "H", "H", "H", "H", "H", "H", "H", "H", "H", "H", "H", "O", "N", "O", "C", "C", "C", "C", "C", "C", "H", "H", "H", "H", "H", "O", "N", "O", "C", "C", "C", "C", "C", "C", "H", "H", "H", "H", "H"],
  "positions_angstrom": [[-7.395, -0.988, -1.622], [-6.612, 0.306, -2.081], [-5.166, -0.011, -2.635], [-4.145, -0.511, -1.534], [-4.055, -2.100, -1.470], [-2.693, 0.071, -1.693], [-1.830, 0.299, -0.533], [-2.348, -0.062, 0.913], [-2.185, -1.468, 1.289], [-2.625, -1.831, 2.673], [-3.153, -0.663, 3.413], [-3.285, 0.692, 2.874], [-2.873, 0.984, 1.603], [-0.400, 0.867, -0.627], [0.551, 1.035, 0.975], [1.299, 2.736, 1.211], [1.529, 3.039, 2.759], [1.799, -0.354, 1.230], [1.697, -1.377, 0.014], [0.159, 1.211, -1.928], [1.601, 1.753, -2.165], [1.823, 3.156, -1.742], [0.796, 4.083, -2.267], [-0.696, 0.997, -3.164], [-0.362, 1.260, -4.469], [-1.628, 0.801, -5.455], [-2.680, 0.280, -4.285], [-2.105, 0.427, -3.035], [-6.906, -1.477, -0.733], [-8.458, -0.720, -1.379], [-7.346, -1.744, -2.464], [-6.499, 0.989, -1.191], [-7.201, 0.809, -2.904], [-5.177, -0.732, -3.509], [-4.773, 0.966, -3.055], [-4.523, -0.164, -0.527], [-3.094, -2.369, -0.941], [-4.892, -2.544, -0.854], [-4.097, -2.544, -2.502], [-1.738, -2.229, 0.599], [-2.554, -2.860, 3.091], [-3.496, -0.833, 4.470], [-3.713, 1.499, 3.516], [2.287, 2.874, 0.688], [0.576, 3.475, 0.760], [1.232, 2.111, 3.329], [0.920, 3.926, 3.078], [2.634, 3.218, 2.910], [1.448, -0.923, 2.144], [2.845, -0.017, 1.457], [1.873, -0.792, -0.927], [2.397, -2.244, 0.140], [0.624, -1.723, -0.031], [1.818, 1.709, -3.281], [2.379, 1.094, -1.682], [2.702, 3.475, -2.172], [0.824, 4.195, -3.400], [1.068, 5.113, -1.874], [-0.241, 3.881, -1.886], [5.509, 1.637, -1.383], [5.891, 2.431, -0.539], [5.670, 2.329, 0.654], [6.666, 3.590, -0.994], [6.907, 3.761, -2.351], [7.621, 4.872, -2.780], [8.089, 5.798, -1.855], [7.852, 5.613, -0.498], [7.137, 4.506, -0.062], [6.547, 3.046, -3.080], [7.809, 5.019, -3.837], [8.641, 6.668, -2.193], [8.221, 6.335, 0.220], [6.954, 4.373, 0.997], [-3.064, -4.888, 3.698], [-2.134, -5.211, 4.423], [-2.052, -4.929, 5.604], [-1.042, -5.988, 3.827], [-1.084, -6.297, 2.473], [-0.037, -7.011, 1.907], [1.036, -7.414, 2.693], [1.064, -7.108, 4.049], [0.022, -6.392, 4.622], [-1.915, -5.988, 1.852], [-0.056, -7.253, 0.851], [1.855, -7.967, 2.247], [1.901, -7.426, 4.659], [0.055, -6.156, 5.678]],
  "lowdin_charge": [-0.13, -0.25, -0.20, -0.29, -0.06, -0.05, -0.08, -0.31, -0.02, -0.01, -0.06, -0.12, 0.09, -0.24, 1.01, -0.43, -0.17, -0.39, -0.16, -0.13, -0.20, -0.14, -0.15, -0.25, -0.27, 0.96, -0.27, -0.23, 0.06, 0.07, 0.08, 0.11, 0.11, 0.11, 0.10, 0.13, 0.05, 0.08, 0.08, 0.10, 0.07, 0.10, 0.11, 0.05, 0.07, 0.05, 0.07, 0.07, 0.06, 0.08, 0.04, 0.07, 0.05, 0.11, 0.11, 0.10, 0.09, 0.08, 0.08, 0.07, -0.35, 0.07, -0.15, 0.00, -0.07, -0.07, -0.07, 0.00, 0.12, 0.11, 0.11, 0.11, 0.12, 0.05, -0.34, 0.09, -0.15, 0.00, -0.07, -0.07, -0.06, 0.00, 0.12, 0.11, 0.11, 0.11, 0.12]
}

---

# 3
{
  "formula": "C34H42AsGeOsPS5Si2",
  "method": "ωB97M-V/def2-TZVPD",
  "e_homo_ev": [-13.6, -13.5],
  "fmax_ev_per_a": 0.562,
  "charge": 2,
  "species": ["Os", "S", "C", "S", "C", "C", "S", "S", "S", "Ge", "C", "C", "C", "C", "C", "C", "C", "C", "C", "C", "C", "C", "H", "H", "H", "H", "H", "H", "H", "H", "H", "H", "H", "C", "P", "C", "C", "C", "C", "C", "C", "C", "C", "C", "C", "C", "C", "H", "H", "H", "H", "H", "H", "H", "H", "H", "H", "H", "H", "H", "C", "Si", "C", "C", "As", "Si", "C", "C", "C", "H", "H", "H", "H", "H", "H", "H", "H", "H", "H", "H", "H", "H", "H", "H", "H", "H", "H"],
  "positions_angstrom": [[0.024, 0.038, 0.116], [-5.027, -3.482, 3.968], [-3.952, -2.644, 3.124], [-3.969, -2.543, 1.370], [-2.591, -1.532, 1.206], [-1.943, -1.139, 2.426], [-0.620, -0.139, 2.399], [-2.641, -1.736, 3.873], [-2.042, -0.997, -0.274], [0.134, -0.253, -2.457], [0.635, 1.371, -3.408], [0.054, 1.640, -4.646], [0.440, 2.757, -5.377], [1.411, 3.617, -4.879], [1.997, 3.359, -3.646], [1.606, 2.244, -2.917], [1.445, -1.606, -3.000], [1.075, -2.902, -3.350], [2.004, -3.780, -3.903], [3.308, -3.363, -4.126], [3.691, -2.072, -3.778], [2.767, -1.206, -3.211], [-1.254, -0.722, -2.936], [-0.705, 0.979, -5.052], [-0.015, 2.956, -6.339], [1.708, 4.485, -5.452], [2.752, 4.030, -3.253], [2.050, 2.073, -1.940], [0.048, -3.231, -3.223], [1.701, -4.781, -4.183], [4.023, -4.038, -4.578], [4.704, -1.738, -3.972], [3.069, -0.182, -2.997], [-1.589, 2.739, -1.465], [-0.730, 2.207, 0.035], [-2.002, 2.556, 1.296], [-3.239, 1.918, 1.186], [-4.257, 2.186, 2.086], [-4.054, 3.104, 3.110], [-2.841, 3.763, 3.211], [-1.819, 3.500, 2.304], [0.586, 3.408, 0.343], [1.321, 3.340, 1.530], [2.202, 4.356, 1.864], [2.377, 5.436, 1.005], [1.671, 5.496, -0.186], [0.769, 4.491, -0.514], [-2.080, 3.692, -1.264], [-2.355, 1.995, -1.691], [-0.920, 2.823, -2.318], [-3.431, 1.226, 0.375], [-5.215, 1.693, 1.978], [-4.849, 3.319, 3.812], [-2.683, 4.496, 3.990], [-0.889, 4.042, 2.398], [1.167, 2.515, 2.217], [2.741, 4.320, 2.802], [3.060, 6.233, 1.271], [1.805, 6.336, -0.856], [0.212, 4.565, -1.439], [4.266, 2.817, -0.637], [4.447, 1.217, 0.280], [4.572, 1.326, 2.134], [5.671, 0.058, -0.498], [2.308, 0.052, 0.097], [2.568, -2.328, 0.606], [3.779, -3.184, -0.497], [3.138, -2.195, 2.379], [0.871, -3.114, 0.472], [5.145, 3.432, -0.415], [3.379, 3.380, -0.343], [4.244, 2.648, -1.716], [5.497, 1.857, 2.384], [4.627, 0.340, 2.600], [3.745, 1.880, 2.571], [6.615, 0.598, -0.632], [5.343, -0.271, -1.486], [5.875, -0.817, 0.120], [4.701, -2.637, -0.682], [3.321, -3.434, -1.452], [4.040, -4.121, 0.012], [4.187, -1.900, 2.452], [3.050, -3.188, 2.833], [2.534, -1.510, 2.977], [0.246, -2.684, -0.315], [0.331, -3.088, 1.420], [1.016, -4.162, 0.190]],
  "lowdin_charge": [0.18, 0.77, -1.43, 0.99, -1.07, -1.09, 0.69, 0.99, 0.63, 0.77, -0.39, -0.11, -0.06, -0.06, -0.08, -0.18, -0.39, -0.12, -0.07, -0.07, -0.08, -0.16, -0.03, 0.11, 0.12, 0.11, 0.11, 0.03, 0.10, 0.11, 0.12, 0.11, 0.08, -0.20, 0.80, -0.38, -0.13, -0.05, -0.05, -0.05, -0.06, -0.38, -0.15, -0.08, -0.06, -0.05, -0.08, 0.08, 0.06, 0.03, 0.07, 0.12, 0.12, 0.12, 0.10, 0.09, 0.12, 0.12, 0.12, 0.10, -0.19, 0.37, -0.19, -0.20, 0.87, 0.35, -0.17, -0.21, -0.21, 0.06, 0.00, 0.04, 0.06, 0.02, 0.02, 0.06, 0.03, 0.03, 0.02, 0.02, 0.06, 0.03, 0.05, 0.03, -0.02, 0.03, 0.06]
}